# 1
This record from the OMol25 dataset describes a structure of composition C42H51N4O3S2Se2Tl. The level of theory is the ωB97M-V functional and the def2-TZVPD basis.

Values from the calculation:
- E_HOMO (eV) = 1.201
- relative energy (zero: lowest compared OMol25 entry of this formula, charge and spin) (kJ/mol) = 0.0
- lowest unoccupied orbital energy (eV) = 3.50
- frontier orbital gap (eV) = 2.298
- total charge = -2

XYZ file:
```
105
Properties=species:S:1:pos:R:3:forces:R:3
Tl -0.830616 0.348917 -0.018241 -0.206 -0.047 -0.025
Se -2.057145 2.546809 3.218583 -0.013 0.123 -0.098
Se -4.832370 1.414489 0.959194 -0.030 0.032 -0.036
S 1.461503 1.018164 3.012742 -0.130 0.002 -0.129
S 2.567597 0.325466 -1.114835 -0.066 -0.047 -0.151
O 2.240283 -0.279000 0.167040 0.016 0.019 0.026
O 3.775698 1.137096 -1.120043 0.018 0.027 0.004
O 0.551544 1.273402 4.184460 0.092 -0.057 0.155
N -1.490197 -2.017815 2.358021 0.034 -0.152 0.000
N 1.260122 1.039043 -1.628302 0.252 0.184 0.234
N -1.031242 2.333131 -2.118622 -0.017 -0.016 -0.028
N -2.095924 -2.023502 4.482156 -0.015 -0.013 -0.029
C -3.966365 -2.678291 -1.239650 0.005 0.011 0.031
C -1.323599 -1.388922 -3.781020 0.020 -0.030 0.072
C 1.253927 1.870347 -2.706988 -0.140 -0.110 -0.023
C -1.033327 -1.994631 -4.964636 -0.010 -0.025 -0.071
C 2.832868 -1.017138 -2.238870 0.050 -0.020 -0.014
C 2.297235 2.117025 -3.592263 0.027 -0.010 0.009
C -1.345059 4.120919 -4.214770 0.002 0.016 -0.013
C -1.056297 -3.402210 -5.161700 -0.027 0.018 0.061
C -2.368465 3.891002 -3.342640 0.007 -0.019 0.039
C -4.796818 2.922496 2.206830 -0.015 -0.039 0.005
C 4.635486 1.731932 5.431084 -0.035 -0.002 -0.011
C -1.826963 -3.294508 2.724283 -0.125 0.066 0.007
C 0.007334 2.561630 -2.961783 -0.053 0.027 0.019
C -2.971871 -1.667299 -1.762228 -0.102 0.003 -0.062
C -4.638143 -0.053991 2.222142 0.032 0.029 -0.025
C 2.153258 2.995669 -4.677547 -0.012 0.011 -0.001
C -1.578020 3.920468 4.514248 -0.019 -0.072 0.038
C 4.044863 -1.177719 -2.892351 -0.018 -0.040 0.004
C 5.489707 1.300968 3.234732 0.012 0.013 0.083
C 5.722976 1.614155 4.576751 0.007 -0.009 -0.036
C 4.206535 1.104858 2.759515 -0.049 0.026 -0.048
C -2.330621 -1.523308 5.814881 0.000 0.002 0.026
C 1.526853 -0.771610 2.833632 0.097 0.006 0.135
C -3.659715 -0.417524 -2.256356 -0.020 0.012 0.086
C 3.134355 1.209655 3.642703 0.006 0.017 -0.024
C 4.192924 -2.223583 -3.793871 0.013 0.021 0.005
C -1.605755 -3.631958 -2.783832 0.073 0.070 0.018
C -1.763791 -2.152200 -2.565114 0.008 -0.102 0.034
C -2.210366 -3.321629 4.035432 0.021 -0.001 0.040
C -2.158168 2.970532 -2.295209 0.044 -0.017 -0.054
C 1.932580 -2.918871 -3.378828 -0.011 -0.002 -0.036
C 3.140260 -3.098989 -4.047153 0.003 -0.002 -0.010
C -0.107464 3.458785 -4.050323 -0.032 0.022 -0.004
C -3.440972 3.599909 2.306445 0.012 -0.001 0.010
C 7.129612 1.825169 5.072753 0.001 0.001 -0.003
C 3.336547 1.536657 4.968326 0.058 -0.038 0.012
C 3.288581 -4.222445 -5.040082 -0.005 0.013 0.006
C -1.322309 -4.172683 -4.005633 -0.021 -0.033 -0.076
C 0.988166 3.669039 -4.920414 0.001 -0.011 0.003
C 1.771587 -1.881166 -2.475681 0.031 0.031 -0.032
C -1.653482 -1.290967 3.430199 0.020 0.106 -0.009
C -1.576168 -1.576065 -1.153153 0.049 0.023 -0.205
H 4.027306 0.884633 1.710827 -0.008 -0.018 -0.007
H -2.425479 4.194810 5.141357 0.009 -0.002 0.013
H 2.475152 1.628400 5.618448 -0.012 0.016 -0.002
H -0.833223 -3.854658 -6.119558 0.019 -0.007 -0.009
H 5.132720 -2.347295 -4.324006 0.009 -0.002 0.001
H -5.606137 -0.340155 2.628003 0.005 0.000 0.000
H -0.726053 -1.357997 -5.794038 0.003 0.018 0.006
H -1.738562 -4.290551 -1.930564 0.038 -0.013 0.019
H -2.939244 0.365791 -2.479567 0.015 0.040 -0.033
H 1.401147 -1.171398 3.841585 0.012 -0.022 0.003
H -1.420525 -2.391989 -0.439024 0.020 0.009 0.052
H -2.957130 2.740442 -1.594608 -0.002 -0.006 0.006
H -5.537292 3.628627 1.823793 0.002 0.003 0.017
H 1.083119 -3.552544 -3.601079 -0.060 -0.023 -0.004
H 2.307372 -4.555631 -5.378205 -0.013 -0.004 -0.002
H -3.961541 0.256697 3.013757 0.017 -0.030 -0.002
H -4.224337 -0.617398 -3.175718 -0.007 -0.005 -0.011
H -0.786000 3.486041 5.120601 0.016 0.001 -0.003
H 0.716241 -1.075626 2.177904 -0.018 0.006 0.027
H 3.805469 -5.077245 -4.594339 -0.004 -0.015 0.004
H -3.061870 3.824996 1.309048 -0.012 0.017 0.003
H -3.528668 4.537848 2.860077 -0.004 0.006 0.000
H 3.865529 -3.906939 -5.912164 0.013 0.003 -0.004
H -1.193100 4.795675 3.994535 0.005 0.009 0.007
H 7.622737 2.632937 4.527737 0.000 -0.002 0.001
H -4.191612 -0.884042 1.677295 0.020 -0.002 0.005
H -3.474767 -3.558450 -0.826609 0.008 -0.015 -0.011
H -1.462906 4.811282 -5.044083 0.007 -0.007 0.000
H 2.473866 -1.062931 2.391567 -0.001 0.024 -0.045
H 3.247414 1.630137 -3.434946 0.018 -0.003 -0.004
H 7.138437 2.079548 6.133088 0.000 0.002 0.002
H 4.801192 1.984005 6.473474 0.005 -0.001 0.001
H 0.812169 -1.729150 -1.993549 -0.019 -0.013 0.015
H 4.849264 -0.481373 -2.695356 0.016 0.017 0.000
H -4.646281 -3.019164 -2.031362 -0.003 -0.005 -0.012
H -1.442697 -0.233722 3.513456 -0.012 0.001 0.014
H 6.327661 1.219293 2.551380 0.000 0.000 -0.010
H 0.884718 4.347062 -5.759812 -0.003 0.001 0.004
H -1.794823 -4.104534 2.014480 0.003 -0.023 -0.002
H -1.210731 -0.313122 -3.691275 0.056 0.029 0.016
H 3.000582 3.138398 -5.340181 0.006 -0.008 0.012
H -4.364148 -0.027166 -1.509301 0.016 0.002 -0.010
H -3.231373 -1.975719 6.230240 -0.005 0.015 0.002
H -1.258773 -5.260041 -4.074903 -0.001 -0.002 0.016
H -2.469126 -0.444657 5.763177 0.012 0.003 -0.004
H 7.734208 0.925656 4.937211 -0.002 0.003 -0.002
H -4.584556 -2.236563 -0.444462 0.006 0.000 0.008
H -5.141894 2.562375 3.176680 0.004 0.028 0.009
H -1.486603 -1.734198 6.474331 -0.004 -0.013 0.000
H -2.551626 -4.114908 4.678002 -0.007 -0.017 0.009
H -3.326436 4.384833 -3.447337 -0.002 -0.010 -0.002
```
Positions in Å, forces in eV/Å.

# 2
This record from the OMol25 dataset describes a structure of composition C42H52FeN6O5Si2Te at a distorted geometry. The level of theory is the ωB97M-V functional and the def2-TZVPD basis.

Values from the calculation:
- multiplicity = 6
- E_HOMO (alpha / beta) (eV) = -1.524 / -3.622
- relative energy (zero: lowest compared OMol25 entry of this formula, charge and spin) (kJ/mol) = 104.9
- lowest unoccupied orbital energy (alpha / beta) (eV) = 1.85 / 1.85
- frontier orbital gap (alpha / beta) (eV) = 3.374 / 5.469
- total charge = -1

XYZ file:
```
109
Properties=species:S:1:pos:R:3:forces:R:3
Te 0.406178 -3.499526 1.115349 0.759 0.822 0.128
Fe 0.025152 -0.867788 -0.255508 -0.095 -0.151 0.394
Si 3.120749 -4.284250 2.888753 -0.412 0.065 -1.100
Si -0.309937 -5.253975 -1.793688 0.329 -0.352 -0.150
O -1.780934 -1.368518 0.011410 0.887 -0.321 0.432
O -1.805797 6.248173 -1.546755 0.570 -0.449 -0.479
O 1.359108 0.041978 0.835276 0.314 0.330 0.681
O -0.225935 3.333205 1.729940 0.030 0.161 0.393
O 0.842617 3.333148 -3.430922 0.956 -0.549 -1.177
N -0.787923 2.506713 -0.272866 0.400 -0.099 -1.112
N -0.731657 4.504035 -2.403276 -0.289 0.163 0.792
N -2.693522 0.552095 -1.056809 -0.650 -0.184 0.371
N -0.750647 1.161607 -2.259385 -0.607 0.173 -0.383
N 2.011440 1.988800 -0.180130 0.570 1.199 -0.031
N 1.273683 1.614141 -1.286651 -1.018 -0.330 -0.309
C 1.985126 1.189417 0.829362 -0.574 -0.846 -0.755
C 1.039083 -1.748508 -3.626287 1.782 -0.353 0.835
C -0.075383 -0.983476 -3.371341 -0.241 1.145 0.505
C 2.260831 -1.506665 -2.955105 -0.403 -0.823 -0.693
C -0.065571 2.207571 -1.500659 0.211 0.500 -0.200
C -3.395883 -1.640414 -1.748372 0.288 -1.373 1.858
C -5.323423 1.351706 1.394027 0.004 0.252 -0.024
C -4.113931 -1.263497 -2.848097 -1.069 1.843 -2.329
C 3.706681 2.582017 2.041291 1.271 0.889 -0.337
C -1.297242 -4.132401 -2.872748 -0.776 0.238 0.437
C -1.812864 5.619101 2.418005 -0.392 0.239 0.157
C 2.746100 -2.625460 3.658450 0.425 0.052 -0.261
C 4.405260 2.896647 3.215441 -0.190 0.377 -1.205
C -3.740469 1.266901 -0.382373 1.267 -0.777 -0.971
C -2.076705 5.410386 0.929527 0.437 -0.090 0.730
C 2.411485 0.984198 3.241383 0.056 -0.046 0.532
C 4.050873 2.308402 4.390283 0.520 -0.505 1.998
C 2.389967 -0.449137 -2.037394 1.994 -1.858 -0.562
C -0.613607 -4.931155 0.009946 -1.070 -0.481 0.607
C -1.155670 5.234038 -1.315473 -1.103 0.808 -0.421
C -2.634475 -0.881505 -0.900436 -0.632 0.868 -0.917
C -0.812214 -6.990834 -2.233671 0.252 -0.590 -0.042
C 2.733890 1.621345 2.040459 -0.775 -1.085 0.550
C -3.912261 -0.065933 -3.696311 -0.585 -2.274 1.279
C 2.365813 -5.611799 3.964398 -0.407 -0.192 0.458
C 3.071196 1.328022 4.429097 -0.946 -0.187 -0.829
C 4.952629 -4.619497 2.610986 0.012 0.109 0.555
C 2.357780 -4.380510 1.129218 -0.211 -0.530 1.495
C 0.417208 5.817784 0.495860 -0.269 0.468 -0.683
C 1.513891 -5.117983 -2.075138 0.230 0.555 -1.015
C 0.135779 0.163499 -2.616851 -0.028 0.025 0.506
C -3.997078 2.614377 -0.690206 0.464 -0.633 -0.387
C -0.827078 4.961195 0.117886 0.716 0.738 0.759
C -0.535461 3.575182 0.587210 0.207 -1.781 -0.499
C -4.434144 0.612889 0.641946 0.220 -0.248 -0.077
C -2.879617 0.808859 -3.490489 0.044 0.362 -0.513
C 0.100753 3.400193 -2.508719 -0.679 0.306 1.463
C -5.544277 2.695683 1.114435 -0.726 0.092 0.338
C 1.361310 0.407010 -1.958198 -1.147 1.480 0.242
C 1.733832 5.435258 -0.175359 -0.855 -0.219 -0.694
C -2.175778 1.005806 -2.311122 0.370 0.403 1.051
C -4.914217 3.312240 0.052873 0.248 -0.125 0.061
H 2.472678 -6.633825 3.573301 0.095 0.269 0.035
H 5.224202 3.603000 3.182857 -0.077 0.107 -0.031
H 1.703019 -5.246895 -3.151725 0.091 -0.253 0.182
H 3.210740 -2.566431 4.637721 0.257 0.235 0.162
H 1.945192 4.355203 -0.069792 0.067 0.492 -0.191
H 0.198507 6.879160 0.330106 -0.139 -0.129 -0.229
H 2.873564 -5.570334 4.949412 -0.369 -0.103 -0.343
H -1.339966 6.606105 2.608854 -0.121 -0.698 0.025
H -2.794314 5.613215 2.904812 0.141 0.170 0.118
H -0.148010 -7.732052 -1.759360 -0.205 0.143 -0.187
H 1.873934 -4.116708 -1.876240 -0.027 0.435 0.199
H -4.250331 -0.460932 0.834806 -0.074 0.832 -0.116
H -3.555168 -2.694420 -1.421787 0.360 0.571 -0.225
H 1.691439 -2.459776 3.816930 -0.502 -0.175 0.009
H 1.273890 -5.436709 4.113615 0.758 -0.019 -0.027
H -0.936657 -4.137203 -3.906525 -0.131 0.170 0.160
H 0.556417 5.739596 1.549927 -0.020 -0.341 0.814
H -4.867674 -1.986023 -3.156908 0.036 0.230 -0.238
H -0.769457 -7.132721 -3.330107 -0.026 0.037 0.461
H 0.983482 -2.600792 -4.271098 -0.105 -0.363 -0.252
H -0.570332 -5.822067 0.654568 -0.038 0.042 -0.402
H 5.462672 -3.771088 2.151160 -0.049 0.107 0.115
H -1.079710 -1.190476 -3.686783 -0.236 -0.149 -0.467
H -1.266093 -3.133136 -2.425987 0.069 0.066 -0.426
H -1.243327 4.782325 2.828373 0.009 0.461 0.115
H -5.838902 0.890991 2.220014 -0.167 -0.115 0.141
H -5.055940 4.347348 -0.200323 -0.343 0.312 0.111
H 2.146855 -5.777081 -1.506386 0.091 -0.534 0.174
H -0.941706 1.615237 0.187443 -0.124 0.270 0.483
H 2.756921 0.864593 5.358706 0.191 0.030 -0.052
H 1.783768 5.769335 -1.228162 -0.161 -0.478 0.258
H -2.609062 1.392232 -4.349651 0.363 0.508 -0.395
H -2.833085 4.640991 0.812496 -0.166 -0.064 -0.114
H 2.470965 6.014426 0.321913 1.052 0.292 0.521
H 3.991833 3.077367 1.109974 -0.204 -0.217 0.232
H 1.620768 0.230566 3.211004 0.312 0.251 0.154
H -2.380100 -4.399019 -2.844684 0.735 0.003 -0.160
H 3.010437 -3.941262 0.409707 0.331 0.340 -0.671
H -4.511730 0.009603 -4.608617 0.231 -0.043 0.310
H -0.841407 5.074676 -3.224221 0.144 -0.129 -0.504
H 5.428708 -4.834073 3.585763 0.034 -0.015 -0.501
H -3.476785 3.106066 -1.513738 -0.046 -0.354 0.191
H -2.450056 6.337243 0.523282 -0.071 0.061 -0.312
H -6.271378 3.249068 1.690192 -0.037 0.056 0.185
H -1.827681 -7.192463 -1.897806 -0.158 -0.081 -0.057
H 4.580321 2.553490 5.336788 -0.368 -0.071 -0.800
H 2.289316 -5.464165 0.955529 -0.212 0.271 -0.254
H 3.320995 -0.323600 -1.479649 -0.375 0.138 -0.115
H -1.624293 -4.525349 0.149375 -0.135 -0.229 -0.181
H 5.090204 -5.458514 1.923383 -0.043 -0.111 0.230
H 3.091058 -2.217648 -3.135346 -0.514 0.647 0.216
H 3.076568 -1.797861 3.020409 0.193 -0.089 0.197
```
Positions in Å, forces in eV/Å.

Look up the relative energy (zero: lowest compared OMol25 entry of this formula, charge and spin) of the second one.
104.9 kJ/mol

What is the formula in the first record?
C42H51N4O3S2Se2Tl

The lowest total charge belongs to which entry?
C42H51N4O3S2Se2Tl